Entry 1:
# C42H37BCl5N10O3Rb

A structure of composition C42H37BCl5N10O3Rb (the ωB97M-V functional and the def2-TZVPD basis, the Open Molecules 2025 dataset).

Net charge: -2
HOMO energy in eV: -1.19
E_tot in hartree: -4745.8999
Frontier orbital gap in eV: 4.90
Energy above the lowest of the compared OMol25 structures with the same formula, charge and spin in kJ/mol: 116.6

Each line ends with the Mulliken charge.
CARTESIAN COORDINATES (ANGSTROEM)
1 Rb 1.340 0.923 0.565  0.71
2 C -3.012 4.095 0.013  -1.17
3 C -2.276 2.899 -0.061  -0.09
4 N -1.187 2.969 0.692  0.29
5 N -1.192 4.180 1.264  0.12
6 C -2.275 4.883 0.874  -0.37
7 B -0.067 4.692 2.202  0.31
8 N 1.245 4.849 1.396  0.42
9 C 1.610 5.958 0.717  -0.34
10 C 2.802 5.693 0.076  -0.94
11 C 3.091 4.364 0.434  -0.30
12 N 2.146 3.875 1.225  -0.43
13 N 0.116 3.749 3.392  -0.26
14 C -0.048 4.090 4.690  -0.38
15 C 0.171 2.965 5.457  -1.07
16 C 0.468 1.964 4.511  -0.22
17 N 0.430 2.451 3.283  0.25
18 H -3.933 4.348 -0.487  0.40
19 H -2.487 2.005 -0.631  0.23
20 H -2.451 5.884 1.235  0.47
21 H -0.397 5.780 2.608  -0.23
22 H 1.002 6.849 0.739  0.44
23 H 3.373 6.353 -0.557  0.38
24 H 3.939 3.756 0.160  0.49
25 H -0.306 5.097 4.976  0.41
26 H 0.125 2.883 6.530  0.37
27 H 0.707 0.923 4.676  0.42
28 C 1.308 -3.851 -2.055  -0.96
29 O 0.168 -4.227 -1.296  -0.30
30 C -1.017 -4.390 -1.922  0.77
31 C -1.155 -4.700 -3.265  -0.38
32 C -2.410 -4.950 -3.813  -0.65
33 C -3.531 -4.907 -3.006  -0.78
34 C -3.400 -4.583 -1.662  -0.61
35 C -2.162 -4.289 -1.103  0.45
36 N -2.042 -3.997 0.255  -0.12
37 C -1.132 -2.965 0.742  -0.90
38 N -0.414 -3.454 1.771  0.43
39 C 0.625 -2.825 2.544  -0.84
40 C 1.244 -1.685 2.027  0.95
41 C 2.266 -1.138 2.807  0.04
42 C 2.621 -1.643 4.053  -1.11
43 C 1.993 -2.785 4.524  -0.41
44 C 1.005 -3.403 3.765  0.10
45 O 0.560 -4.609 4.334  -0.56
46 C -0.780 -5.009 4.206  -0.79
47 N -1.050 -1.789 0.263  -0.03
48 C -1.833 -1.248 -0.734  -0.01
49 C -1.187 -0.622 -1.804  -0.08
50 C -1.889 -0.005 -2.827  -0.92
51 C -3.273 0.020 -2.791  -1.00
52 C -3.944 -0.552 -1.716  -0.42
53 C -3.244 -1.166 -0.691  1.16
54 O -3.860 -1.707 0.412  -0.21
55 C -5.237 -1.474 0.549  -1.17
56 H 1.993 -3.386 -1.349  0.28
57 H 1.045 -3.131 -2.832  0.43
58 H 1.787 -4.722 -2.512  0.33
59 H -0.274 -4.762 -3.891  0.42
60 H -2.497 -5.186 -4.866  0.38
61 H -4.513 -5.111 -3.416  0.36
62 H -4.278 -4.523 -1.026  0.33
63 H -2.940 -3.869 0.697  0.36
64 H -0.505 -4.448 1.856  0.28
65 H 2.831 -0.288 2.421  0.09
66 H 3.391 -1.168 4.656  0.36
67 H 2.265 -3.229 5.475  0.37
68 H -1.027 -5.591 5.098  0.28
69 H -0.934 -5.663 3.337  0.26
70 H -1.465 -4.160 4.143  0.30
71 H -0.105 -0.637 -1.805  0.52
72 H -1.348 0.467 -3.638  0.30
73 H -3.843 0.493 -3.581  0.36
74 H -5.025 -0.501 -1.688  0.38
75 H -5.519 -1.880 1.519  0.25
76 H -5.815 -1.977 -0.237  0.37
77 H -5.475 -0.405 0.526  0.37
78 Cl 6.069 0.378 1.697  -0.24
79 C 5.599 -0.332 0.163  0.45
80 C 4.391 0.075 -0.387  -1.04
81 C 4.115 -0.529 -1.605  0.58
82 Cl 2.649 -0.043 -2.432  -0.01
83 C 4.923 -1.474 -2.231  -0.14
84 Cl 4.472 -2.212 -3.744  -0.21
85 C 6.122 -1.839 -1.628  0.40
86 Cl 7.168 -2.997 -2.380  -0.24
87 C 6.470 -1.252 -0.413  -0.25
88 Cl 7.980 -1.691 0.333  -0.23
89 C -0.217 4.944 -4.391  -0.37
90 C -0.336 5.145 -3.024  -0.94
91 C 0.050 4.129 -2.163  -0.17
92 N 0.522 2.958 -2.584  0.38
93 C 0.633 2.772 -3.896  -0.11
94 C 0.283 3.728 -4.837  -0.79
95 H -0.500 5.718 -5.094  0.37
96 H -0.721 6.078 -2.632  0.43
97 H -0.015 4.254 -1.087  0.44
98 H 1.032 1.810 -4.203  0.36
99 H 0.399 3.534 -5.896  0.39

Forces on atoms 1 to 6 (eV/Å):
Rb -0.245 0.236 0.090
C -0.004 0.005 -0.023
C -0.056 0.086 0.051
N 0.137 -0.322 -0.137
N -0.235 0.303 -0.021
C -0.070 -0.047 -0.070

***

Entry 2:
# C42H38BrCl3F5N5OP2RbS

A structure of composition C42H38BrCl3F5N5OP2RbS (the ωB97M-V functional and the def2-TZVPD basis, the Open Molecules 2025 dataset).

Net charge: -1
HOMO energy in eV: -4.40
E_tot in hartree: -7531.2981
Frontier orbital gap in eV: 5.79

Each line ends with the Mulliken charge.
CARTESIAN COORDINATES (ANGSTROEM)
1 Rb 0.266 -0.444 0.082  0.96
2 Br -0.714 2.740 7.449  -0.28
3 C -0.555 2.313 5.594  -0.30
4 C 0.229 3.127 4.761  -0.45
5 C 0.353 2.819 3.432  -0.72
6 C -0.301 1.688 2.826  -0.27
7 O -0.117 1.407 1.608  0.32
8 C -1.123 0.901 3.711  0.57
9 C -1.913 -0.238 3.286  -0.56
10 N -2.192 -0.589 2.087  0.09
11 C -3.117 -1.618 1.886  -0.51
12 C -4.222 -1.811 2.685  -0.28
13 C -5.150 -2.844 2.431  -0.76
14 C -4.996 -3.678 1.363  -0.87
15 C -3.902 -3.488 0.484  0.83
16 C -3.705 -4.285 -0.668  -0.78
17 C -2.656 -4.033 -1.500  -1.17
18 C -1.791 -2.963 -1.183  -0.25
19 N -1.929 -2.218 -0.116  0.70
20 C -2.967 -2.459 0.730  0.15
21 C -1.204 1.226 5.078  -0.65
22 H 0.741 3.985 5.179  0.41
23 H 0.971 3.425 2.779  0.45
24 H -2.318 -0.832 4.119  0.43
25 H -4.397 -1.134 3.512  0.58
26 H -6.000 -2.963 3.093  0.38
27 H -5.706 -4.473 1.164  0.37
28 H -4.398 -5.094 -0.874  0.38
29 H -2.471 -4.630 -2.384  0.49
30 H -0.945 -2.740 -1.832  0.63
31 H -1.807 0.602 5.730  0.42
32 C 3.275 0.287 -3.203  -1.72
33 P 1.918 1.110 -2.289  1.22
34 C 1.169 2.117 -3.669  0.42
35 N 1.860 2.330 -4.762  -0.37
36 C 1.301 3.099 -5.737  0.16
37 C 2.017 3.342 -6.933  -0.52
38 C 1.477 4.139 -7.902  -0.48
39 C 0.202 4.728 -7.719  -0.54
40 C -0.507 4.505 -6.574  -0.61
41 C 0.033 3.677 -5.561  0.10
42 N -0.691 3.431 -4.436  -0.42
43 C -0.168 2.656 -3.522  -0.51
44 P -1.170 2.198 -2.016  1.06
45 C -2.012 3.807 -1.729  -1.74
46 C -2.535 1.169 -2.797  1.95
47 C -3.418 1.899 -3.805  -1.76
48 C -1.863 -0.035 -3.465  -1.68
49 C -3.394 0.694 -1.616  -1.91
50 C 2.822 2.473 -1.347  2.12
51 C 3.534 1.761 -0.188  -1.78
52 C 1.791 3.442 -0.756  -1.60
53 C 3.839 3.243 -2.184  -2.02
54 H 3.841 0.973 -3.831  0.43
55 H 2.823 -0.487 -3.823  0.41
56 H 3.915 -0.232 -2.491  0.34
57 H 2.992 2.882 -7.043  0.45
58 H 2.026 4.327 -8.816  0.39
59 H -0.212 5.357 -8.498  0.39
60 H -1.486 4.939 -6.413  0.44
61 H -2.326 4.272 -2.663  0.42
62 H -1.327 4.470 -1.199  0.37
63 H -2.876 3.638 -1.084  0.41
64 H -2.833 2.371 -4.598  0.25
65 H -4.025 2.668 -3.321  0.34
66 H -4.103 1.177 -4.265  0.51
67 H -1.330 0.256 -4.375  0.36
68 H -2.619 -0.777 -3.742  0.57
69 H -1.146 -0.523 -2.797  0.09
70 H -3.835 1.537 -1.078  0.31
71 H -2.818 0.113 -0.897  0.44
72 H -4.214 0.066 -1.982  0.53
73 H 2.815 1.262 0.467  0.20
74 H 4.075 2.495 0.417  0.45
75 H 4.254 1.018 -0.542  0.35
76 H 1.045 2.919 -0.148  0.05
77 H 1.280 4.013 -1.538  0.28
78 H 2.306 4.163 -0.111  0.60
79 H 4.640 2.596 -2.546  0.35
80 H 4.294 4.022 -1.561  0.53
81 H 3.377 3.728 -3.045  0.35
82 Cl 5.406 -1.051 2.068  -0.07
83 C 4.151 -0.643 3.236  0.67
84 Cl 4.082 1.106 3.490  -0.09
85 Cl 4.455 -1.461 4.778  -0.13
86 C 2.860 -1.093 2.710  -0.28
87 N 1.849 -1.443 2.298  -0.34
88 F 3.553 -8.316 -2.404  -0.33
89 C 3.302 -7.019 -2.157  0.71
90 C 2.053 -6.485 -2.395  -0.08
91 F 1.081 -7.280 -2.880  -0.32
92 C 1.804 -5.152 -2.138  -0.15
93 F 0.558 -4.715 -2.398  -0.25
94 C 2.767 -4.266 -1.639  -0.06
95 S 2.457 -2.594 -1.337  -0.25
96 C 4.016 -4.858 -1.413  0.24
97 F 5.029 -4.120 -0.933  -0.33
98 C 4.286 -6.190 -1.661  0.07
99 F 5.508 -6.694 -1.422  -0.31

Forces on atoms 1 to 6 (eV/Å):
Rb 0.031 -0.921 -0.568
Br 0.013 -0.013 -0.056
C 0.069 0.132 0.031
C -0.022 -0.110 -0.047
C -0.007 0.006 0.093
C 0.079 0.011 -0.117

***

Entry 3:
# C42H38BrN5O4S2SbTl

A structure of composition C42H38BrN5O4S2SbTl (the ωB97M-V functional and the def2-TZVPD basis, the Open Molecules 2025 dataset).

Net charge: -2
HOMO energy in eV: -2.60
E_tot in hartree: -5981.3055
Frontier orbital gap in eV: 6.71
Energy above the lowest of the compared OMol25 structures with the same formula, charge and spin in kJ/mol: 6.3

Each line ends with the Mulliken charge.
CARTESIAN COORDINATES (ANGSTROEM)
1 Tl 0.307 -0.973 0.692  1.41
2 C 1.475 1.159 -2.293  -0.02
3 C 2.540 0.376 -1.587  -0.42
4 N 2.860 0.744 -0.408  -0.22
5 N 3.873 -0.008 0.185  -0.21
6 C 3.789 -0.113 1.465  0.39
7 S 2.573 0.375 2.579  -0.44
8 S 5.152 -0.943 2.275  -0.24
9 C 6.209 -1.462 0.892  -0.69
10 C 5.984 -2.885 0.460  0.47
11 C 7.017 -3.816 0.506  -0.64
12 C 6.810 -5.134 0.117  -0.46
13 C 5.559 -5.535 -0.328  -0.53
14 C 4.523 -4.609 -0.383  -0.50
15 C 4.732 -3.298 0.009  0.47
16 C 3.087 -0.798 -2.327  0.11
17 C 4.184 -0.654 -3.162  -0.03
18 C 4.652 -1.712 -3.934  -0.88
19 C 3.973 -2.924 -3.877  -0.52
20 C 2.871 -3.083 -3.056  -0.46
21 C 2.402 -2.037 -2.229  0.18
22 O 1.392 -2.202 -1.423  -0.74
23 H 1.173 2.021 -1.700  0.07
24 H 0.600 0.520 -2.451  -0.48
25 H 1.825 1.478 -3.278  0.38
26 H 7.242 -1.329 1.217  0.45
27 H 5.996 -0.772 0.075  0.22
28 H 7.995 -3.504 0.858  0.30
29 H 7.626 -5.846 0.164  0.34
30 H 5.392 -6.561 -0.634  0.36
31 H 3.543 -4.900 -0.741  0.37
32 H 3.919 -2.583 -0.043  -0.07
33 H 4.689 0.307 -3.198  0.43
34 H 5.522 -1.591 -4.567  0.38
35 H 4.313 -3.762 -4.477  0.37
36 H 2.351 -4.033 -3.008  0.44
37 Br -2.181 1.632 -1.713  -0.10
38 C -3.345 0.587 -0.618  -0.04
39 C -4.706 0.687 -0.840  -0.59
40 C -5.523 -0.072 -0.020  -0.48
41 C -4.951 -0.865 0.958  -0.64
42 C -3.567 -0.908 1.068  0.70
43 N -2.773 -0.174 0.281  0.33
44 C -2.930 -1.837 2.113  -0.11
45 O -3.563 -1.945 3.174  -0.79
46 O -1.853 -2.384 1.770  -0.74
47 H -5.094 1.321 -1.622  0.45
48 H -6.599 -0.042 -0.148  0.38
49 H -5.538 -1.458 1.644  0.50
50 C -3.238 6.088 1.218  -0.40
51 C -2.316 5.901 0.196  -0.61
52 C -1.351 4.910 0.308  -0.40
53 C -1.272 4.094 1.437  0.14
54 C -2.207 4.293 2.451  -0.21
55 C -3.182 5.279 2.344  -0.68
56 Sb 0.263 2.543 1.464  0.52
57 C -0.283 1.853 3.413  0.54
58 C -1.306 0.908 3.483  -0.56
59 C -1.684 0.344 4.695  -0.51
60 C -1.037 0.737 5.858  -0.51
61 C -0.018 1.679 5.802  -0.64
62 C 0.362 2.233 4.586  -0.48
63 C 1.796 3.951 2.016  0.30
64 C 3.103 3.716 1.591  -0.54
65 C 4.117 4.613 1.903  -0.58
66 C 3.838 5.754 2.645  -0.43
67 C 2.539 5.998 3.069  -0.63
68 C 1.524 5.103 2.750  -0.27
69 H -3.999 6.855 1.133  0.34
70 H -2.356 6.521 -0.692  0.36
71 H -0.648 4.768 -0.507  0.35
72 H -2.178 3.670 3.337  0.36
73 H -3.902 5.412 3.144  0.37
74 H -1.813 0.589 2.578  0.35
75 H -2.459 -0.414 4.696  0.44
76 H -1.312 0.294 6.808  0.33
77 H 0.501 1.971 6.708  0.33
78 H 1.183 2.939 4.549  0.39
79 H 3.325 2.818 1.027  0.25
80 H 5.129 4.412 1.572  0.40
81 H 4.631 6.449 2.893  0.33
82 H 2.312 6.886 3.648  0.36
83 H 0.511 5.308 3.079  0.42
84 C -1.435 -1.108 -4.104  -1.07
85 N -1.049 -1.875 -2.951  0.17
86 C -1.976 -2.390 -2.089  0.56
87 N -1.427 -3.199 -1.119  -0.47
88 O -3.181 -2.171 -2.188  -0.69
89 H -1.202 -1.631 -5.038  0.29
90 H -0.932 -0.138 -4.121  0.26
91 H -2.509 -0.938 -4.051  0.38
92 H -0.073 -1.960 -2.667  0.15
93 H -0.413 -3.205 -1.088  0.25
94 H -1.869 -3.159 -0.206  0.28

Forces on atoms 1 to 6 (eV/Å):
Tl 0.004 -0.029 0.034
C -0.033 0.015 -0.012
C 0.008 -0.032 0.043
N 0.016 0.000 -0.029
N -0.019 0.055 0.025
C 0.088 -0.060 -0.106